{"formula": "C10H25BrNO5P", "method": "ωB97M-V/def2-TZVPD", "elements": ["C", "C", "O", "P", "O", "O", "C", "C", "O", "C", "C", "H", "H", "H", "H", "H", "H", "H", "H", "H", "H", "H", "H", "H", "H", "H", "C", "C", "C", "N", "O", "C", "Br", "H", "H", "H", "H", "H", "H", "H", "H", "H", "H"], "coordinates": [[-1.670, -0.552, 4.407], [-0.443, -0.430, 3.520], [-0.246, -1.599, 2.725], [-1.164, -1.805, 1.389], [-0.617, -0.765, 0.461], [-0.423, -3.132, 0.774], [-0.049, -3.171, -0.606], [1.407, -2.824, -0.790], [-2.252, -2.778, 2.189], [-3.555, -2.956, 1.592], [-3.503, -3.842, 0.361], [-2.585, -0.574, 3.810], [-1.733, 0.292, 5.096], [-1.638, -1.478, 4.982], [-0.514, 0.453, 2.878], [0.447, -0.319, 4.139], [-0.672, -2.504, -1.204], [-0.245, -4.189, -0.950], [1.619, -1.843, -0.363], [1.670, -2.813, -1.849], [2.049, -3.541, -0.277], [-3.985, -1.981, 1.349], [-4.186, -3.415, 2.353], [-2.988, -3.341, -0.462], [-4.510, -4.089, 0.023], [-2.961, -4.763, 0.571], [2.145, 1.631, -1.907], [1.933, 3.103, -2.349], [0.508, 3.487, -1.908], [0.089, 4.793, -2.468], [2.787, 3.981, -1.620], [3.964, 4.235, -2.309], [5.042, 5.409, -1.152], [2.984, 1.148, -2.414], [1.207, 1.096, -2.075], [2.326, 1.653, -0.828], [2.036, 3.217, -3.437], [-0.216, 2.689, -2.113], [0.560, 3.576, -0.815], [-0.530, 4.571, -3.241], [-0.469, 5.247, -1.754], [4.557, 3.331, -2.488], [3.823, 4.789, -3.242]], "nbo_charge": [-0.63, -0.07, -0.79, 2.42, -0.99, -0.82, -0.06, -0.63, -0.72, -0.08, -0.64, 0.20, 0.21, 0.22, 0.18, 0.19, 0.18, 0.18, 0.22, 0.21, 0.21, 0.17, 0.20, 0.21, 0.22, 0.23, -0.64, 0.08, -0.23, -0.83, -0.54, -0.07, -0.04, 0.21, 0.22, 0.22, 0.17, 0.18, 0.20, 0.35, 0.36, 0.18, 0.19], "e_homo_ev": -9.5, "total_charge": 0, "homo_lumo_gap_ev": 9.218, "fmax_ha_per_bohr": 0.146, "smiles": "CCOP(=O)(OCC)OCC.C[C@@H](CN)OCBr"}